1.
A structure of composition C36H27Cl2MgO8S3, computed with the ωB97M-V functional and the def2-TZVPD basis.

Cartesian coordinates (Å):
1 Mg -0.948 3.715 0.893
2 C -4.074 3.967 -5.268
3 C -2.995 3.208 -4.544
4 C -2.962 3.170 -3.151
5 C -1.977 2.464 -2.485
6 C -1.016 1.779 -3.210
7 C -1.027 1.801 -4.594
8 C -2.018 2.517 -5.251
9 S 0.325 0.919 -2.388
10 O 1.075 0.237 -3.481
11 C -0.666 -0.299 -1.484
12 C -1.976 -0.747 -1.947
13 C -2.508 -1.956 -1.725
14 C -1.896 -3.046 -0.971
15 C -2.163 -4.378 -1.293
16 C -1.566 -5.418 -0.602
17 C -0.687 -5.144 0.439
18 C -0.415 -3.831 0.789
19 C -1.030 -2.804 0.091
20 C -0.102 -0.729 -0.344
21 C 1.285 -0.503 0.133
22 C 2.343 -1.230 -0.515
23 C 2.109 -2.124 -1.590
24 C 3.137 -2.789 -2.192
25 C 4.464 -2.609 -1.756
26 C 4.719 -1.781 -0.702
27 C 3.669 -1.090 -0.053
28 C 3.918 -0.271 1.075
29 C 2.901 0.355 1.717
30 C 1.561 0.249 1.258
31 S 0.468 1.319 2.232
32 O -1.177 0.993 2.311
33 C 0.512 -0.146 3.565
34 C 1.361 0.078 4.635
35 C 1.490 -0.846 5.669
36 C 0.757 -2.022 5.661
37 C 0.891 -3.038 6.763
38 C -0.119 -2.237 4.596
39 C -0.246 -1.314 3.572
40 H -4.557 4.688 -4.610
41 H -4.845 3.289 -5.642
42 H -3.667 4.506 -6.124
43 H -3.714 3.701 -2.581
44 H -1.972 2.428 -1.406
45 H -0.257 1.260 -5.128
46 H -2.027 2.545 -6.335
47 H -2.520 -0.087 -2.604
48 H -3.450 -2.188 -2.208
49 H -2.848 -4.588 -2.106
50 H -1.787 -6.442 -0.872
51 H -0.223 -5.952 0.989
52 H 0.248 -3.579 1.605
53 H 1.100 -2.272 -1.948
54 H 2.929 -3.450 -3.024
55 H 5.272 -3.132 -2.250
56 H 5.729 -1.647 -0.333
57 H 4.935 -0.163 1.431
58 H 3.105 0.961 2.589
59 H 1.929 1.004 4.680
60 H 2.162 -0.641 6.496
61 H 1.446 -2.629 7.608
62 H 1.419 -3.931 6.419
63 H -0.087 -3.360 7.126
64 H -0.723 -3.140 4.580
65 H -0.957 -1.487 2.777
66 Cl 1.342 6.846 -1.935
67 C 1.507 6.271 -0.271
68 Cl 1.962 7.597 0.812
69 C 0.263 5.531 0.216
70 O -0.423 4.919 -0.639
71 O 0.042 5.456 1.442
72 H 2.325 5.552 -0.261
73 O -0.842 -1.503 0.532
74 S -2.408 1.347 1.122
75 O -2.577 2.863 1.310
76 O 0.283 2.338 0.957
77 O -3.532 0.670 1.735

* frontier orbital gap: 7.259 eV
* net charge: -1
* energy relative to the best compared isomer or geometry (same formula, charge and spin): 363.8 kJ/mol
* E: -117148.4099 eV
* LUMO: 2.28 eV
* maximum force: 0.7 eV/A
* E_HOMO: -4.98 eV

These are the Löwdin partial charges, in e, on atoms 1 to 6: 0.649, -0.057, -0.275, -0.021, -0.075, -0.380

2.
A structure of composition C36H28BCl5N6ORh, computed with the ωB97M-V functional and the def2-TZVPD basis.

Cartesian coordinates (Å):
1 Rh -0.009 0.146 -0.271
2 C -2.384 2.006 4.104
3 C -2.276 1.227 2.840
4 C -3.135 0.273 2.311
5 C -2.579 -0.110 1.089
6 N -1.440 0.566 0.942
7 N -1.251 1.391 1.982
8 B -0.002 2.308 1.893
9 N 1.243 1.385 1.979
10 N 1.430 0.560 0.939
11 C 2.567 -0.119 1.085
12 C 3.125 0.264 2.307
13 C 2.269 1.220 2.836
14 C 2.381 2.000 4.100
15 C 2.949 -1.026 0.006
16 C 3.744 -2.145 0.213
17 C 4.015 -3.001 -0.845
18 C 3.506 -2.743 -2.111
19 C 2.735 -1.610 -2.334
20 C 2.474 -0.755 -1.280
21 N -0.002 2.913 0.450
22 N -0.002 2.112 -0.660
23 C 0.000 2.894 -1.745
24 C 0.002 4.228 -1.319
25 C 0.001 4.200 0.060
26 C 0.004 5.337 1.024
27 C 0.001 2.394 -3.133
28 C 0.000 1.041 -3.470
29 C 0.000 0.628 -4.794
30 C 0.002 1.565 -5.815
31 C 0.003 2.915 -5.499
32 C 0.002 3.323 -4.175
33 C -2.958 -1.017 0.008
34 C -2.480 -0.742 -1.277
35 C -2.733 -1.598 -2.333
36 C -3.500 -2.734 -2.113
37 C -4.013 -2.995 -0.850
38 C -3.749 -2.139 0.211
39 H -3.296 1.731 4.628
40 H -1.537 1.802 4.761
41 H -2.409 3.078 3.907
42 H -4.068 -0.055 2.736
43 H 0.000 3.151 2.732
44 H 4.059 -0.065 2.730
45 H 3.293 1.723 4.623
46 H 2.407 3.071 3.903
47 H 1.534 1.798 4.758
48 H 4.118 -2.367 1.204
49 H 4.622 -3.881 -0.679
50 H 3.719 -3.419 -2.928
51 H 2.361 -1.386 -3.325
52 H 1.983 0.203 -1.501
53 H 0.005 5.114 -1.928
54 H 0.006 6.277 0.478
55 H -0.878 5.313 1.663
56 H 0.885 5.309 1.664
57 H -0.001 0.265 -2.714
58 H 0.000 -0.430 -5.024
59 H 0.002 1.246 -6.848
60 H 0.004 3.657 -6.285
61 H 0.003 4.381 -3.956
62 H -1.995 0.219 -1.497
63 H -2.357 -1.371 -3.322
64 H -3.708 -3.410 -2.931
65 H -4.617 -3.877 -0.686
66 H -4.125 -2.364 1.201
67 Cl 0.017 -6.831 2.909
68 C 0.010 -5.343 2.049
69 C 0.005 -4.131 2.739
70 Cl 0.007 -4.118 4.458
71 C 0.000 -2.929 2.041
72 Cl -0.006 -1.436 2.912
73 C 0.000 -2.889 0.630
74 O -0.004 -1.806 -0.088
75 C 0.003 -4.132 -0.041
76 Cl 0.000 -4.117 -1.766
77 C 0.008 -5.333 0.652
78 Cl 0.013 -6.815 -0.215

* frontier orbital gap (alpha / beta): 6.092 / 6.091 eV
* net charge: +1
* E: -115069.0628 eV
* LUMO (alpha / beta): -4.13 / -4.13 eV
* maximum force: 0.6 eV/A
* E_HOMO (alpha / beta): -10.23 / -10.23 eV

These are the Löwdin partial charges, in e, on atoms 1 to 6: 1.257, 0.006, -0.252, 0.062, -0.204, -0.064

Q: Which formula does entry 2 have?
A: C36H28BCl5N6ORh

Q: What is the net charge in the second record?
A: +1

Please write out number 1 again, unchanged.
A structure of composition C36H27Cl2MgO8S3, computed with the ωB97M-V functional and the def2-TZVPD basis.

Cartesian coordinates (Å):
1 Mg -0.948 3.715 0.893
2 C -4.074 3.967 -5.268
3 C -2.995 3.208 -4.544
4 C -2.962 3.170 -3.151
5 C -1.977 2.464 -2.485
6 C -1.016 1.779 -3.210
7 C -1.027 1.801 -4.594
8 C -2.018 2.517 -5.251
9 S 0.325 0.919 -2.388
10 O 1.075 0.237 -3.481
11 C -0.666 -0.299 -1.484
12 C -1.976 -0.747 -1.947
13 C -2.508 -1.956 -1.725
14 C -1.896 -3.046 -0.971
15 C -2.163 -4.378 -1.293
16 C -1.566 -5.418 -0.602
17 C -0.687 -5.144 0.439
18 C -0.415 -3.831 0.789
19 C -1.030 -2.804 0.091
20 C -0.102 -0.729 -0.344
21 C 1.285 -0.503 0.133
22 C 2.343 -1.230 -0.515
23 C 2.109 -2.124 -1.590
24 C 3.137 -2.789 -2.192
25 C 4.464 -2.609 -1.756
26 C 4.719 -1.781 -0.702
27 C 3.669 -1.090 -0.053
28 C 3.918 -0.271 1.075
29 C 2.901 0.355 1.717
30 C 1.561 0.249 1.258
31 S 0.468 1.319 2.232
32 O -1.177 0.993 2.311
33 C 0.512 -0.146 3.565
34 C 1.361 0.078 4.635
35 C 1.490 -0.846 5.669
36 C 0.757 -2.022 5.661
37 C 0.891 -3.038 6.763
38 C -0.119 -2.237 4.596
39 C -0.246 -1.314 3.572
40 H -4.557 4.688 -4.610
41 H -4.845 3.289 -5.642
42 H -3.667 4.506 -6.124
43 H -3.714 3.701 -2.581
44 H -1.972 2.428 -1.406
45 H -0.257 1.260 -5.128
46 H -2.027 2.545 -6.335
47 H -2.520 -0.087 -2.604
48 H -3.450 -2.188 -2.208
49 H -2.848 -4.588 -2.106
50 H -1.787 -6.442 -0.872
51 H -0.223 -5.952 0.989
52 H 0.248 -3.579 1.605
53 H 1.100 -2.272 -1.948
54 H 2.929 -3.450 -3.024
55 H 5.272 -3.132 -2.250
56 H 5.729 -1.647 -0.333
57 H 4.935 -0.163 1.431
58 H 3.105 0.961 2.589
59 H 1.929 1.004 4.680
60 H 2.162 -0.641 6.496
61 H 1.446 -2.629 7.608
62 H 1.419 -3.931 6.419
63 H -0.087 -3.360 7.126
64 H -0.723 -3.140 4.580
65 H -0.957 -1.487 2.777
66 Cl 1.342 6.846 -1.935
67 C 1.507 6.271 -0.271
68 Cl 1.962 7.597 0.812
69 C 0.263 5.531 0.216
70 O -0.423 4.919 -0.639
71 O 0.042 5.456 1.442
72 H 2.325 5.552 -0.261
73 O -0.842 -1.503 0.532
74 S -2.408 1.347 1.122
75 O -2.577 2.863 1.310
76 O 0.283 2.338 0.957
77 O -3.532 0.670 1.735

* frontier orbital gap: 7.259 eV
* net charge: -1
* energy relative to the best compared isomer or geometry (same formula, charge and spin): 363.8 kJ/mol
* E: -117148.4099 eV
* LUMO: 2.28 eV
* maximum force: 0.7 eV/A
* E_HOMO: -4.98 eV

These are the Löwdin partial charges, in e, on atoms 1 to 6: 0.649, -0.057, -0.275, -0.021, -0.075, -0.380

Q: The lowest E belongs to which entry?
A: C36H27Cl2MgO8S3